Record 1
{"formula": "C14H18CoF5N5O13P2", "method": "ωB97M-V/def2-TZVPD", "relative_energy_kj_mol": 21.86, "e_homo_ev": [-2.83, -3.14], "largest_force_ev_per_a": 0.9, "total_charge": -2, "multiplicity": 2, "e_lumo_ev": [3.1, 3.1], "s2": 0.759, "orbital_gap_ev": [6.0, 6.3], "symbols": ["O", "F", "O", "H", "O", "H", "N", "O", "H", "H", "H", "H", "C", "H", "H", "F", "O", "C", "O", "H", "O", "H", "F", "O", "N", "C", "O", "H", "Co", "H", "O", "O", "C", "O", "C", "H", "H", "N", "F", "C", "H", "C", "P", "H", "N", "F", "C", "P", "C", "C", "C", "H", "C", "C", "N", "O", "C", "H"], "xyz": [[3.1944, 2.2929, -0.9792], [-2.1180, -0.8761, 3.1624], [1.2743, 0.7049, -0.3397], [-1.4974, 5.3654, -1.8073], [2.1953, -0.3173, 2.5638], [1.5207, 4.0544, 0.7585], [-0.4131, -6.3152, -2.4746], [1.4274, -7.3923, 2.0363], [-0.6207, 6.5523, -0.8306], [-0.6852, 2.8935, 1.0684], [-2.0195, 1.4445, -1.9797], [-0.7540, -3.6533, -2.0776], [-2.3544, 0.4797, 1.2160], [1.1980, 5.7911, 0.6077], [1.4537, -0.7752, 2.1234], [-4.1431, -0.5460, 2.4685], [-0.2167, -7.5133, -2.4583], [0.4097, -6.2435, -0.1686], [-0.8373, -1.4643, -1.0553], [-1.8131, 5.4759, -0.0646], [1.5208, -5.5412, 3.1064], [-0.3946, 0.7424, -2.0368], [-2.8356, -1.8594, 1.3557], [3.6922, 0.0947, 0.1639], [0.0375, 4.5851, -0.6168], [-0.1058, -5.5461, -1.2468], [2.5648, 1.9288, 1.4528], [3.4336, -0.3681, 0.9797], [-0.4934, 0.5469, 0.5944], [0.0781, 4.7649, 1.5182], [0.3124, 1.3912, 2.4826], [2.4177, 1.8082, 3.9565], [-0.3891, 3.2441, -0.8182], [-0.8396, -5.7130, -3.4317], [-0.3444, -1.9667, -0.0470], [0.7329, 2.9437, -3.8132], [0.5884, -7.3043, -0.2013], [-0.7440, 2.4743, 0.1476], [-2.6864, 1.5919, 1.9869], [0.7388, 4.8013, 0.6403], [-1.0914, 1.4578, -3.4993], [-0.3511, -4.1844, -1.2288], [1.7924, 1.2705, 2.7361], [0.6720, -3.5621, 1.9362], [1.2170, -6.1998, 2.1413], [-3.2613, 0.5317, 0.1477], [0.4558, -4.1231, 1.0385], [2.6319, 1.3009, -0.0426], [-1.0321, 5.5407, -0.8367], [-0.0657, -3.4668, -0.0708], [-1.0227, 1.5476, -2.4155], [0.7702, 4.3801, -2.7883], [0.1268, 3.6024, -3.1883], [0.6757, -5.4884, 0.9585], [-0.4456, 2.8446, -2.1068], [-0.0563, -1.3880, 1.0410], [-2.8566, -0.7026, 2.0574], [-0.6443, 4.0622, -3.8223]], "atomic_forces_ev_per_a": [[-0.0240, 0.0927, -0.0685], [-0.1447, -0.0167, -0.1640], [-0.0003, -0.3192, 0.0530], [-0.0089, 0.0012, -0.0049], [-0.2075, 0.0923, -0.1048], [0.0086, -0.0048, 0.0119], [0.1088, 0.1748, 0.2330], [-0.2601, -0.3830, -0.0001], [0.0023, 0.0089, 0.0034], [-0.0285, 0.1260, -0.0285], [0.0688, 0.0170, 0.0378], [-0.0232, -0.0251, -0.0493], [0.3087, -0.0173, -0.0095], [0.0140, 0.0067, -0.0123], [0.0288, 0.0530, 0.0452], [0.0154, -0.0589, 0.0408], [0.0695, -0.3424, 0.0793], [-0.1047, 0.3813, 0.0229], [-0.0152, 0.0304, 0.0168], [0.0008, 0.0080, 0.0204], [-0.2409, 0.1752, 0.3280], [0.0078, -0.0508, -0.0033], [-0.0333, 0.1332, 0.1386], [-0.0586, 0.0318, 0.0030], [-0.0430, -0.1503, 0.1155], [-0.0412, -0.1760, -0.1818], [0.0734, 0.0313, -0.0664], [0.0202, -0.0195, -0.0188], [0.0846, 0.3503, 0.0616], [-0.0147, 0.0001, 0.0069], [0.1613, -0.1577, -0.0161], [0.0254, 0.0228, 0.0812], [-0.0194, 0.0989, 0.2137], [-0.1385, 0.2319, -0.2319], [0.0903, -0.4088, -0.0062], [0.0284, 0.0005, 0.0112], [-0.0006, -0.0149, -0.0034], [0.0655, -0.2117, -0.0430], [-0.0750, -0.0716, 0.0328], [0.0009, 0.0394, 0.0011], [-0.0548, 0.0174, -0.0158], [0.1187, 0.0324, 0.2815], [-0.1642, -0.0800, 0.0028], [0.0069, -0.0235, 0.0240], [0.7057, 0.3019, -0.4860], [-0.0844, -0.0306, -0.0027], [-0.1052, 0.0309, -0.1727], [0.0175, -0.0095, 0.0311], [0.0087, 0.0101, -0.0860], [0.0227, -0.0574, -0.1001], [0.0132, -0.0686, -0.0113], [0.0129, -0.0159, -0.0078], [0.1849, -0.0052, -0.0735], [-0.1260, -0.2224, 0.2402], [-0.2601, 0.0831, -0.0062], [-0.0455, 0.3521, -0.1393], [0.0699, 0.0281, -0.0406], [-0.0219, -0.0221, 0.0174]]}

=====

Record 2
{"formula": "C14H18CoNO3PSSe2Te3", "method": "ωB97M-V/def2-TZVPD", "relative_energy_kj_mol": 0.00, "e_homo_ev": [-3.75, -4.01], "largest_force_ev_per_a": 0.4, "total_charge": -1, "multiplicity": 5, "e_lumo_ev": [2.4, 1.5], "s2": 6.021, "orbital_gap_ev": [6.1, 5.5], "symbols": ["C", "H", "Co", "H", "Se", "C", "H", "C", "C", "C", "H", "Te", "S", "H", "O", "C", "C", "O", "C", "H", "C", "H", "Te", "C", "O", "C", "Te", "H", "P", "H", "H", "H", "H", "C", "C", "H", "N", "H", "H", "H", "H", "Se", "C", "H"], "xyz": [[1.2086, 2.2308, 0.6586], [3.3132, -3.4568, -1.8145], [0.1904, -0.4714, 1.9066], [-0.5083, -1.8975, -3.8222], [0.4248, -0.0257, 4.3824], [-1.3915, -2.9724, -2.1818], [-2.0124, -3.8494, -1.9941], [-1.1349, -2.7747, -3.6598], [1.8642, 3.2707, 0.0233], [-2.1388, 1.5803, 1.9025], [-2.3277, 0.0703, 3.4071], [1.7610, -3.0202, 1.1390], [2.0453, 0.7764, 1.0897], [-3.8704, 0.7809, 2.8722], [1.5471, -1.4109, -1.8139], [-0.1782, 2.4253, 0.9722], [-2.8828, 0.4529, 2.5492], [-0.1554, -3.2136, -1.4906], [-0.8048, 3.6498, 0.6531], [1.8021, 5.2539, -0.7971], [-2.1624, 3.8044, 1.0093], [-2.6597, 4.7408, 0.7817], [-1.2674, -3.5583, 4.3750], [2.9784, -1.3345, -1.7306], [-0.4097, -0.9999, -0.2482], [-0.0856, 4.6810, 0.0072], [0.9473, -2.2877, 5.2561], [-1.8839, -2.1048, -1.7401], [0.5794, -2.0253, -0.7080], [-3.8598, 2.8830, 1.9162], [-3.0005, -0.3730, 1.8459], [2.9112, 3.1377, -0.2187], [3.3211, -2.6585, -3.3971], [-2.8212, 2.7912, 1.6292], [3.6140, -2.5563, -2.3513], [4.7017, -2.4781, -2.2990], [-0.8717, 1.4166, 1.5870], [-0.5907, 5.6097, -0.2273], [-2.0764, -2.6303, -4.1932], [3.2690, -1.2005, -0.6879], [3.2427, -0.4228, -2.2664], [-1.2298, -2.6681, 2.0620], [1.2305, 4.4780, -0.3016], [-0.6280, -3.6431, -4.0818]], "atomic_forces_ev_per_a": [[-0.0215, 0.0241, -0.0059], [-0.0066, -0.0053, 0.0073], [0.2334, 0.3354, 0.0077], [0.0051, 0.0042, 0.0014], [-0.0200, 0.0076, -0.0551], [-0.0414, -0.0032, 0.0542], [0.0253, -0.0030, -0.0311], [0.0099, 0.0230, -0.0360], [0.0350, -0.0203, -0.0038], [-0.0297, 0.0474, -0.0141], [-0.0073, -0.0141, -0.0041], [0.0203, -0.0642, -0.0717], [-0.0788, -0.0831, 0.0503], [0.0020, 0.0017, 0.0108], [0.0117, -0.1088, -0.0987], [0.0131, -0.0499, 0.0145], [0.0047, 0.0116, 0.0143], [-0.0261, 0.0664, -0.0566], [-0.0132, 0.0812, -0.0259], [-0.0130, 0.0156, -0.0033], [-0.0011, -0.0051, -0.0028], [-0.0129, 0.0004, 0.0017], [-0.0999, -0.0973, 0.0299], [-0.0686, 0.1169, 0.0609], [-0.1275, 0.0747, 0.0712], [0.0139, -0.0297, 0.0064], [0.1024, 0.0364, 0.0141], [0.0009, -0.0164, -0.0152], [0.1519, -0.0794, 0.2284], [-0.0085, 0.0069, 0.0003], [-0.0031, 0.0010, -0.0033], [0.0021, -0.0130, 0.0032], [-0.0119, -0.0003, -0.0026], [0.0569, -0.0123, -0.0210], [0.0263, -0.0467, -0.0138], [0.0090, 0.0201, -0.0046], [-0.0478, -0.1685, -0.0073], [-0.0019, 0.0142, -0.0058], [-0.0263, -0.0019, 0.0131], [0.0268, -0.0252, -0.0292], [0.0269, -0.0114, 0.0136], [-0.0875, -0.0547, -0.0960], [-0.0311, 0.0283, -0.0031], [0.0081, -0.0036, 0.0077]]}

=====

Record 3
{"formula": "C14H18F3N2S", "method": "ωB97M-V/def2-TZVPD", "e_homo_ev": -12.13, "largest_force_ev_per_a": 3.1, "total_charge": 1, "multiplicity": 1, "e_lumo_ev": -4.4, "orbital_gap_ev": 7.7, "symbols": ["C", "H", "S", "C", "C", "H", "C", "N", "H", "H", "H", "F", "C", "C", "N", "H", "H", "H", "H", "C", "F", "H", "C", "C", "H", "H", "F", "C", "H", "H", "C", "C", "H", "H", "H", "C", "C", "H"], "xyz": [[-2.0230, 1.3543, -2.0956], [-2.4546, 2.3322, -2.3101], [1.7420, 1.1562, 0.8848], [-0.6042, -0.6055, 0.9364], [-1.5751, 1.0582, -0.8087], [0.4603, 0.0240, 2.7105], [-1.9133, 0.3928, -3.0962], [0.1596, -1.8459, 0.9736], [0.9702, -3.2039, 2.3384], [2.0335, 2.8044, 2.6569], [2.9614, 0.7645, 2.9557], [-2.6558, -0.4593, -5.2082], [-2.3857, 0.6784, -4.4931], [-0.9994, -0.1850, -0.5047], [-1.3506, 2.6167, 2.2880], [1.2075, -2.9834, -0.4615], [-0.6128, -2.1481, -1.2987], [2.9590, -0.7096, 1.8992], [-1.7296, 1.7994, -0.0309], [1.8524, 2.8417, 1.5775], [-3.5268, 1.4326, -4.5228], [-1.5453, -0.8577, 1.4646], [-0.7724, 1.6257, 2.0448], [1.3459, -2.0849, 0.1746], [1.5877, -1.2309, -0.4732], [-1.2606, -1.6051, -3.5971], [-1.4228, 1.3686, -5.1914], [0.0133, -2.7074, 2.1299], [2.7223, 3.2871, 1.0845], [0.9595, 3.4285, 1.3418], [-1.3533, -0.8505, -2.8217], [0.0263, 0.4490, 1.7895], [-0.7466, -3.4902, 1.9585], [2.2058, -2.3019, 0.8332], [3.9586, 0.7173, 1.4680], [3.0213, 0.3837, 1.9300], [-0.9578, -1.1402, -1.5195], [-0.2969, -2.1061, 2.9932]], "atomic_forces_ev_per_a": [[0.1093, -0.1020, 0.0738], [0.0256, -0.3238, 0.0621], [-1.2969, -0.2557, 1.4470], [-0.2966, -1.6896, -1.0353], [0.1615, 0.0301, 0.0702], [-0.3583, 0.2543, -0.2735], [0.0580, -0.2174, -0.0223], [0.0765, 0.5050, -0.2126], [-0.2774, 0.1526, 0.1423], [-0.2175, -0.0863, -0.2476], [-0.1129, -0.1258, -0.2739], [0.3753, 1.0654, 0.8011], [-0.4131, 0.3625, -1.4192], [-0.4775, -0.0616, 0.1008], [1.3754, -2.4726, -0.5838], [0.2229, 0.4649, 0.1466], [-0.0570, 0.3129, -0.0706], [-0.1179, 0.3876, -0.1247], [0.0430, -0.0563, -0.2804], [0.3102, 0.0230, -0.1764], [1.1462, -0.6045, 0.1591], [0.1674, 0.2860, -0.1423], [-1.2503, 2.5873, 1.1108], [0.0238, -0.2462, -0.0780], [-0.0909, -0.3192, 0.0784], [-0.1159, 0.1435, 0.1340], [-0.9170, -0.5801, 0.5746], [-0.4024, -0.0445, -0.1601], [-0.1434, -0.0337, 0.0390], [0.1493, -0.3024, -0.0451], [-0.2217, 0.1660, 0.4017], [1.8935, 1.1259, -0.1534], [0.2363, 0.2068, 0.1771], [-0.1022, 0.0933, -0.2921], [-0.1050, -0.1961, 0.1970], [0.1510, 0.1884, -0.1822], [0.3541, -0.3284, -0.0844], [0.0945, -0.3092, 0.1425]]}

=====

Record 4
{"formula": "C14H18F4N2O16", "method": "ωB97M-V/def2-TZVPD", "relative_energy_kj_mol": 813.89, "e_homo_ev": -9.08, "largest_force_ev_per_a": 6.4, "total_charge": 0, "multiplicity": 1, "e_lumo_ev": -0.1, "smiles": "O=C1OC[C@@H](F)O1.O=C1OC[C@@H](F)O1.O=C1OC[C@@H](F)O1.O=C1OC[C@@H](F)O1.C[N+](=O)[O-].C[N+](=O)[O-]", "orbital_gap_ev": 9.0, "symbols": ["H", "C", "C", "C", "H", "N", "H", "F", "O", "O", "H", "F", "H", "C", "O", "H", "H", "H", "H", "O", "O", "O", "C", "N", "H", "H", "O", "O", "O", "O", "H", "H", "O", "C", "C", "C", "C", "C", "O", "H", "F", "O", "O", "O", "H", "H", "H", "C", "C", "C", "H", "F", "O", "C"], "xyz": [[20.7705, 20.5249, 2.3492], [17.7708, 17.1418, -0.1001], [21.3528, 16.9895, 7.8564], [18.5101, 22.5750, 4.4361], [21.8595, 17.7199, 8.4871], [22.0295, 19.4853, 0.9563], [17.4571, 19.0873, 5.1973], [17.8754, 19.2384, -0.8819], [18.6798, 16.5812, 5.9770], [18.3684, 18.2664, 3.3619], [22.0471, 19.6849, 3.1338], [20.3647, 19.3931, 5.7558], [18.5929, 17.7665, 5.3656], [18.3975, 15.8185, 4.9378], [16.2681, 18.7327, 0.5878], [18.3267, 18.8404, 0.9980], [18.9764, 15.2311, 7.5013], [20.3144, 16.8247, 8.1442], [21.7956, 15.9936, 7.8706], [18.0712, 23.7925, 4.1188], [19.7161, 18.3289, 1.5745], [20.6367, 17.0551, 5.7389], [18.3376, 18.6277, 4.7482], [21.5022, 17.5234, 6.4808], [21.2868, 23.9007, 3.6811], [19.2674, 24.5685, 2.7075], [14.3037, 17.5189, 0.5504], [16.3977, 16.6212, 0.0332], [21.5165, 18.3905, 0.9398], [22.2693, 18.3958, 6.2224], [18.3991, 16.6288, 0.6279], [19.2695, 20.5302, 4.7082], [18.8876, 15.8211, 3.8340], [19.1636, 24.5261, 3.7917], [17.6201, 18.5703, 0.2131], [19.5103, 19.4674, 4.7318], [19.4751, 18.5774, 2.7478], [15.5403, 17.6377, 0.4234], [19.8626, 22.5105, 4.4594], [18.3255, 16.9403, -1.0165], [15.9244, 15.6826, 6.5373], [17.7876, 21.5785, 4.7604], [17.5690, 14.7401, 5.3107], [20.2463, 19.2120, 3.6160], [17.0082, 14.1966, 7.3324], [19.0967, 25.5718, 4.0920], [17.8507, 16.5790, 7.9065], [20.4061, 23.7997, 4.3154], [21.8338, 20.3017, 2.2608], [18.1753, 15.8757, 7.1396], [22.3119, 21.2794, 2.2007], [20.6949, 24.2600, 5.5332], [22.6221, 20.0687, 0.0280], [17.0803, 15.0005, 6.5998]], "atomic_forces_ev_per_a": [[0.4826, 0.0693, -0.7596], [-0.5263, -2.2438, 1.3439], [0.9350, 0.1618, 0.6863], [-3.3853, -4.2672, 2.0971], [-0.0212, -0.4579, 0.2778], [0.5695, 1.1456, 0.3381], [-0.2795, 0.2883, -1.1454], [0.1898, 2.2723, -2.3526], [-3.3680, -4.4212, 3.1064], [-3.4212, -0.6760, -0.7909], [0.7977, 0.3994, -0.6850], [-0.4372, 0.5895, 1.5778], [-0.5333, 2.5767, -1.4170], [0.9425, -3.3509, -3.0301], [-0.4505, 1.3108, 0.4616], [-1.4879, 0.6110, -0.7174], [0.0721, 0.0667, 0.1247], [0.1173, 0.6123, -0.3892], [0.4123, 0.2317, 0.0564], [-1.1641, -1.8632, 0.8978], [-3.1834, 0.4020, 4.7258], [4.2757, 0.1661, -0.4309], [0.7065, -0.3205, -0.0262], [-2.1589, -1.3683, -0.1567], [-0.0912, -0.6446, 0.0106], [-0.1493, -0.0741, -0.2943], [4.5944, 0.4912, -0.2258], [-0.1986, 0.4300, -0.4297], [5.3119, 0.8264, -1.4635], [1.5900, -0.2853, 0.2636], [-0.3935, 0.0472, 0.3857], [0.0486, -0.9734, -0.0795], [-1.0043, 0.5061, 2.3053], [2.4836, 2.4568, -2.1252], [-0.3792, -0.7452, 1.5145], [0.4579, 4.6610, 1.1936], [0.2014, -1.2496, -1.6110], [-2.4490, -1.9622, -0.7430], [0.3906, -0.2938, -0.4099], [-1.0201, 0.1230, -0.6021], [-0.9066, 0.1595, -0.1573], [2.3635, 5.1936, -1.6608], [-0.3549, 0.4182, 0.5471], [0.2015, -1.4908, -0.5400], [-0.4920, -0.8155, -0.9456], [-0.0902, -0.2301, 0.5154], [0.0341, 0.0522, -0.1918], [-1.8841, 0.7522, -0.4187], [0.3157, 0.4868, -1.2034], [0.4336, 0.5325, 0.2465], [0.6554, -0.5058, -0.2395], [0.7255, 0.2829, 1.3097], [-0.9710, -0.7779, 0.8195], [1.4925, 0.6941, 0.4368]]}

=====

no.,molecular weight (g/mol),energy (Ha)
1,680.19,-4361.3190
2,911.00,-8554.2773
3,303.37,-1351.2643
4,546.29,-2256.6473